Record 1
DFT (the ωB97M-V functional and the def2-TZVPD basis) results for 2 unconnected molecules or ions with the total composition C4H11NO at a distorted geometry.

```
17
Properties=species:S:1:pos:R:3:lowdin_charge:R:1
C 1.888 1.287 -0.354 -0.109
N 0.498 0.852 -0.725 -0.090
C -0.250 0.649 0.558 -0.244
C -1.760 0.228 0.432 -0.172
C -1.635 -1.248 -0.228 -0.099
O 1.152 -1.634 0.298 -0.137
H 2.501 1.289 -1.305 0.104
H 1.627 2.153 0.164 0.050
H 2.393 0.590 0.279 0.050
H 0.539 -0.173 -1.048 0.088
H 0.224 -0.252 1.065 0.100
H -0.222 1.557 1.137 0.108
H -2.350 -0.010 1.417 0.132
H -2.245 1.037 -0.092 0.090
H -1.463 -1.073 -1.324 0.082
H -2.503 -1.854 -0.037 0.060
H -0.662 -1.650 -0.010 -0.014
```

Properties
highest occupied orbital energy: -0.35523 hartree
HOMO-LUMO gap: 6.23 eV
LUMO level: -0.126 Ha



Record 2
DFT (the ωB97M-V functional and the def2-TZVPD basis) results for 2 unconnected molecules or ions with the total composition C4H11NO.

```
17
Properties=species:S:1:pos:R:3:lowdin_charge:R:1
C 0.378 2.378 0.251 -0.131
N 0.463 1.051 -0.339 -0.123
C -0.524 0.072 0.098 -0.267
C -0.028 -1.596 1.852 0.004
C 0.118 -1.192 0.605 -0.179
H -0.061 2.315 1.242 0.073
H 1.372 2.808 0.386 0.070
H -0.199 3.076 -0.364 0.073
H 0.561 1.118 -1.340 0.097
H -1.206 -0.174 -0.723 0.099
H -1.166 0.481 0.877 0.106
H 0.329 -2.539 2.241 0.051
H -0.495 -0.940 2.584 0.059
H 0.796 -1.618 -0.128 0.088
H 0.646 -1.547 -2.409 0.029
H -0.834 -1.683 -2.119 0.010
O -0.150 -2.009 -2.713 -0.058
```

Properties
highest occupied orbital energy: -0.32556 hartree
HOMO-LUMO gap: 9.80 eV
LUMO level: 0.035 Ha



Record 3
DFT (the ωB97M-V functional and the def2-TZVPD basis) results for 2 unconnected molecules or ions with the total composition C4H11NO at a distorted geometry.

```
17
Properties=species:S:1:pos:R:3:lowdin_charge:R:1
C 1.553 -0.777 1.013 -0.155
C 0.931 -2.072 1.539 -0.174
H 0.771 -0.103 0.667 0.027
H 2.045 -0.267 1.844 0.066
H 2.259 -1.021 0.219 0.062
H 1.633 -2.909 1.565 0.058
H 0.566 -1.959 2.567 0.062
H 0.042 -2.400 1.000 0.055
C -0.276 2.027 -1.345 -0.008
C -1.238 1.186 -0.536 -0.592
O -1.364 1.117 0.670 0.034
N -2.103 0.451 -1.334 0.133
H -0.111 2.983 -0.857 0.086
H -0.669 2.194 -2.345 0.071
H -2.669 -0.204 -0.822 0.098
H -1.982 0.337 -2.331 0.094
H 0.614 1.418 -1.516 0.084
```

Properties
highest occupied orbital energy: -0.36815 hartree
HOMO-LUMO gap: 10.87 eV
LUMO level: 0.031 Ha



Record 4
DFT (the ωB97M-V functional and the def2-TZVPD basis) results for 2 unconnected molecules or ions with the total composition C4H11NO at a distorted geometry.

```
17
Properties=species:S:1:pos:R:3:lowdin_charge:R:1
C 1.246 2.091 0.942 -0.120
C 2.102 0.768 0.942 -0.363
N 1.766 -0.210 -0.113 -0.047
H 1.908 2.982 0.642 0.078
H 0.829 2.347 1.942 0.052
H 0.298 1.945 0.288 0.085
H 2.141 0.292 1.964 0.091
H 3.195 1.060 0.845 0.103
H 0.843 -0.656 -0.173 0.025
H 2.323 -1.086 0.110 0.082
C -2.837 -1.118 -1.987 -0.016
C -2.387 -1.556 -0.823 -0.295
O -1.347 -1.020 -0.072 -0.040
H -3.580 -1.789 -2.461 0.061
H -2.373 -0.147 -2.425 0.099
H -2.867 -2.486 -0.409 0.119
H -1.260 -1.419 0.788 0.087
```

Properties
highest occupied orbital energy: -0.32770 hartree
HOMO-LUMO gap: 9.57 eV
LUMO level: 0.024 Ha